Entry 1:
Below is a molecular structure, C4H12IO4Zn in a non-equilibrium geometry, with properties calculated with ωB97M-V/def2-TZVPD.

Geometry as XYZ:
```
22
Properties=species:S:1:pos:R:3:forces:R:3
Zn 0.37159 -3.55703 2.33988 0.5 -4.2 6.1
I 0.25975 -2.43913 0.58933 2.1 -16.4 -2.4
C -0.77867 1.93143 1.53354 -0.5 -0.6 1.0
C 0.22245 0.76159 1.26178 0.6 2.8 -1.4
O -0.42922 -0.27597 0.61602 -4.9 3.7 2.7
O -0.15883 3.14795 1.98895 0.4 -1.4 -0.6
H -1.52382 1.60395 2.25853 0.0 -0.1 0.4
H -1.35794 2.02482 0.61495 0.2 0.4 -0.3
H 0.85491 0.41469 2.07894 0.0 0.3 0.3
H 0.78991 1.12741 0.40605 1.1 0.7 1.1
H 0.07095 -1.09539 0.61552 -1.1 13.5 1.1
H -0.80361 3.85668 2.04854 -0.2 -0.1 -0.1
C 0.98266 -0.35679 -1.88628 -0.9 1.3 -1.4
C -0.50528 -0.56673 -1.86594 -1.5 1.2 -0.9
O -0.89252 -1.90287 -1.94300 -0.3 -1.3 -0.9
O 1.54774 -0.43586 -0.61485 2.0 -0.3 -0.6
H 1.04420 0.66178 -2.26948 0.8 0.1 0.2
H 1.51802 -1.02548 -2.56033 -0.3 0.0 -0.3
H -1.00690 -0.00179 -2.65165 0.4 -0.5 -0.8
H -1.02130 -0.14448 -1.00366 0.6 0.3 -0.7
H -0.67416 -2.35193 -1.12308 -1.1 -0.1 -1.4
H 1.48999 -1.37688 -0.43385 2.2 0.8 -0.8
```
Forces are in eV/Å.

Values from the calculation:
Relative energy (zero: lowest compared OMol25 entry of this formula, charge and spin) = 328.6 kcal/mol
E_HOMO = -12.9 eV
Net charge = +1

These are the natural (NBO) partial charges, in e, on atoms 1 to 4: 1.258 -0.056 -0.065 -0.104

Entry 2:
Below is 2 unconnected molecules or ions with the total composition C5H8O2, with properties calculated with ωB97M-V/def2-TZVPD.

Geometry as XYZ:
```
15
Properties=species:S:1:pos:R:3:forces:R:3
C 1.71431 -0.54044 -0.64418 0.0 0.0 0.0
C 0.27339 -0.71101 -0.35591 -0.2 -0.4 -0.1
C -0.66131 -1.48762 0.11153 0.2 -0.1 -0.2
C -1.10072 -0.49151 -0.88476 0.0 -0.3 -0.4
O -1.93556 0.61076 -0.59746 0.1 0.0 0.3
H 2.35351 -1.09250 0.05191 -0.1 0.1 -0.1
H 1.83754 -0.97778 -1.64144 0.3 0.1 0.0
H 2.05264 0.49949 -0.70356 -0.2 -0.1 0.1
H -0.90723 -2.38211 0.66239 0.0 0.1 0.0
H -1.30976 -0.80114 -1.90923 -0.1 0.1 0.0
H -2.01730 0.65549 0.36735 0.0 0.0 -0.1
C -0.07002 1.69509 1.38203 -0.1 -0.2 0.3
O -0.68592 0.79642 1.90386 0.2 0.7 0.1
H -0.44748 2.20186 0.47568 0.1 -0.1 0.1
H 0.90390 2.02498 1.78179 0.0 0.0 0.0
```
Forces are in eV/Å.

Values from the calculation:
SMILES = CC1=C[C@H]1O.C=O
Relative energy (zero: lowest compared OMol25 entry of this formula, charge and spin) = 87.5 kcal/mol
E_HOMO = -9.1 eV
Net charge = 0

These are the natural (NBO) partial charges, in e, on atoms 1 to 4: -0.658 0.009 -0.215 0.059

Entry 3:
Below is a molecular structure, C18H7Cl4CoF3IN3O3S, with properties calculated with ωB97M-V/def2-TZVPD.

Geometry as XYZ:
```
41
Properties=species:S:1:pos:R:3:forces:R:3
Co -0.17410 0.18329 0.06926 0.0 0.1 0.0
Cl 5.67133 -0.66946 3.05125 0.0 0.0 0.0
C 3.98282 -0.42233 2.75362 0.0 0.0 0.0
C 3.07279 -0.45530 3.79550 0.0 0.0 0.0
Cl 3.60676 -0.74606 5.41721 0.0 0.0 0.0
C 1.70963 -0.24880 3.53775 0.0 0.0 0.1
Cl 0.54527 -0.24704 4.81809 0.0 0.0 0.0
C 1.25334 -0.02250 2.24721 -0.1 0.0 0.0
O -0.00629 0.22792 1.94085 0.0 0.0 0.0
C 2.18808 0.01165 1.18016 0.1 0.0 -0.1
O 1.70350 0.28739 -0.01765 0.0 -0.1 0.0
C 3.53429 -0.18001 1.44755 0.0 0.0 0.0
Cl 4.64242 -0.09303 0.11769 0.0 0.0 0.0
F -4.32807 0.71724 -4.10576 0.0 0.0 0.0
C -3.85745 -0.35756 -3.42232 0.0 0.0 0.0
F -4.12913 -1.43025 -4.20138 0.0 0.0 0.0
F -4.59369 -0.47240 -2.32040 0.0 0.0 0.0
C -2.38543 -0.22897 -3.17048 0.0 0.0 0.0
C -1.54712 -0.29646 -4.27237 0.0 0.0 0.0
C -0.17124 -0.18120 -4.13914 0.0 0.0 0.0
C 0.33651 0.01374 -2.86717 0.0 0.0 0.0
N -0.47305 0.10402 -1.82686 0.0 0.0 0.0
C -1.81714 -0.02521 -1.90210 0.0 0.0 0.0
S -2.47441 0.10215 -0.31532 0.0 0.0 0.0
H -1.98471 -0.45405 -5.25083 0.0 0.0 0.0
H 0.48667 -0.24978 -4.99225 0.0 0.0 0.0
H 1.39328 0.09798 -2.64388 0.0 0.0 0.0
I -1.97149 5.36270 -2.22130 0.0 0.0 0.0
C -0.81524 4.31708 -0.84171 0.0 0.0 0.0
C 0.02590 4.97860 0.03617 0.0 0.0 0.0
C 0.76374 4.21598 0.92194 0.0 0.0 0.0
C 0.64060 2.83743 0.89898 0.0 0.0 0.0
N -0.17681 2.20856 0.05316 0.0 0.1 -0.1
C -0.89496 2.93677 -0.80362 0.0 0.0 0.1
H 0.10069 6.05764 0.02770 0.0 0.0 0.0
H 1.43788 4.67731 1.62955 0.0 0.0 0.0
H 1.20561 2.21558 1.57538 0.0 0.0 0.0
H -1.56419 2.40339 -1.45990 0.0 0.0 0.0
O 0.29582 -3.92993 0.74720 0.0 0.0 0.0
C 0.10318 -2.79429 0.42797 0.0 0.0 0.0
N -0.10700 -1.69393 0.05946 0.0 0.0 -0.1
```
Forces are in eV/Å.

Values from the calculation:
Relative energy (zero: lowest compared OMol25 entry of this formula, charge and spin) = 4.9 kcal/mol
E_HOMO = -4.6 eV
Net charge = -1

These are the natural (NBO) partial charges, in e, on atoms 1 to 4: 1.109 0.005 -0.107 -0.101

Entry 4:
Below is a molecular structure, C3H8NO2P in a non-equilibrium geometry, with properties calculated with ωB97M-V/def2-TZVPD.

Geometry as XYZ:
```
15
Properties=species:S:1:pos:R:3:forces:R:3
C 0.79392 1.25714 -0.04181 0.4 -1.1 -0.1
C -0.18722 0.88109 -1.22107 -0.7 2.5 -0.6
C 0.36120 0.06601 1.02378 -1.9 3.0 -1.2
N 1.11804 -1.05793 0.81665 0.4 -2.7 0.5
O -0.99233 -2.45684 -0.60487 1.4 2.8 1.8
O -2.49984 0.70936 0.58175 0.0 -0.4 -0.4
P -1.28713 0.06774 0.07063 2.6 -1.7 -0.9
H 1.90596 1.06833 -0.26203 -1.8 0.4 0.2
H 0.58092 2.30502 0.29709 0.3 -1.1 -0.1
H -0.66156 1.85335 -1.60584 0.3 -1.4 0.6
H 0.20422 0.42280 -2.15013 -0.2 -0.5 1.1
H 0.22428 0.48135 2.02940 0.3 -0.4 0.0
H 1.65489 -1.19165 1.67658 -0.1 -0.8 -0.7
H -1.78581 -2.48350 -1.08681 -1.8 -0.2 -1.0
H 0.57046 -1.92226 0.47668 1.0 1.6 0.7
```
Forces are in eV/Å.

Values from the calculation:
Relative energy (zero: lowest compared OMol25 entry of this formula, charge and spin) = 82.1 kcal/mol
E_HOMO (alpha / beta) = -9.4 / -9.4 eV
Net charge = 0

These are the natural (NBO) partial charges, in e, on atoms 1 to 4: -0.448 -0.765 -0.292 -0.874

Entry 5:
Below is 3 unconnected molecules or ions with the total composition C6H15NO in a non-equilibrium geometry, with properties calculated with ωB97M-V/def2-TZVPD.

Geometry as XYZ:
```
23
Properties=species:S:1:pos:R:3:forces:R:3
C -0.97585 0.70055 0.85128 -0.4 -0.2 -0.4
C -1.80694 -0.51893 0.53294 0.8 -0.7 -0.5
C -3.16346 -0.48579 0.45182 -0.2 0.0 0.4
O -0.41617 -0.05046 -2.90417 -0.1 -0.3 0.3
C 0.19315 0.82433 -0.09730 1.1 -0.7 -0.2
N 1.21538 -0.21221 0.20779 -0.1 0.3 -0.5
C 1.96466 0.12302 1.38496 0.4 0.3 -0.1
C 2.12448 -0.35628 -0.94692 -1.2 0.4 0.4
H -0.64030 0.64914 1.89024 0.0 0.1 0.1
H -1.62702 1.56516 0.75016 0.0 0.3 0.0
H -3.70022 0.44414 0.58389 -0.1 0.0 -0.3
H -1.33949 -1.46840 0.78716 0.0 0.0 -0.1
H -1.21024 -0.97707 -1.07029 -0.3 0.5 0.6
H -3.70485 -1.40229 0.27806 -0.3 0.0 0.1
H -1.04915 -0.77946 -2.90545 0.0 0.1 -0.3
H 0.70160 1.79986 -0.04415 -0.2 0.3 0.1
H -0.11800 0.60861 -1.14338 -0.1 0.4 0.4
H 2.83733 -0.51494 1.47741 0.0 -0.6 0.2
H 1.35329 0.08454 2.28545 0.1 0.0 0.1
H 2.43230 1.12217 1.30412 -0.2 0.3 0.1
H 1.48901 -0.27230 -1.83759 0.2 -0.2 -0.1
H 2.87066 0.45690 -0.93747 0.2 -0.2 -0.1
H 2.56982 -1.34031 -0.89856 0.5 -0.2 -0.1
```
Forces are in eV/Å.

Values from the calculation:
Relative energy (zero: lowest compared OMol25 entry of this formula, charge and spin) = 79.1 kcal/mol
E_HOMO (alpha / beta) = -2.6 / -3.0 eV
2S+1 = 2
Net charge = -1

These are the natural (NBO) partial charges, in e, on atoms 1 to 4: -0.443 -0.269 -0.464 -1.233

Entry 6:
Below is 2 unconnected molecules or ions with the total composition CH3FN2O2 in a non-equilibrium geometry, with properties calculated with ωB97M-V/def2-TZVPD.

Geometry as XYZ:
```
9
Properties=species:S:1:pos:R:3:forces:R:3
C -1.06295 -0.11725 0.03862 -4.5 2.0 2.8
N 0.14970 -0.29534 -0.41420 4.4 -3.9 -3.0
N 1.21222 0.54885 -0.24821 -0.8 1.9 0.4
O 1.01902 1.57137 -0.89821 0.2 -0.4 0.1
O 2.14118 0.26710 0.42720 0.5 -0.3 0.1
F 0.85173 -2.05367 0.42665 -0.8 1.6 -0.6
H -1.94105 -0.51414 -0.51459 1.2 -1.0 0.4
H -0.97156 -0.33754 1.12905 -0.9 -0.3 -0.3
H -1.39829 0.93061 0.05369 0.8 0.5 0.1
```
Forces are in eV/Å.

Values from the calculation:
Relative energy (zero: lowest compared OMol25 entry of this formula, charge and spin) = 127.7 kcal/mol
E_HOMO (alpha / beta) = -11.3 / -11.6 eV
Net charge = 0

These are the natural (NBO) partial charges, in e, on atoms 1 to 4: -0.506 0.053 0.597 -0.363

Computed electronic energy, in the same sequence as the records: -69031.2106, -9406.0359, -144202.4450, -18111.5231, -9998.4819, -10869.6911 eV.